# C48H96O21

A cluster of 13 separate species, C48H96O21 in total (ωB97M-V/def2-TZVPD, the Open Molecules 2025 dataset).

Calculated total energy = -3466.3172 Ha
Highest occupied orbital energy = -9.1391 eV
E_LUMO = 0.4 eV
Energy above the lowest of the compared OMol25 structures with the same formula, charge and spin = 61.45 kcal per mole
Net charge = 0

Each line ends with the Löwdin charge.
Positions of all 165 atoms, in Å:
C: 3.70751 2.94596 -1.53869  -0.156
C: 3.97211 3.31886 -0.03927  -0.128
C: 2.58110 3.21858 0.58605  -0.145
O: 1.76966 3.39971 -0.60798  -0.192
C: 2.43614 3.67155 -1.78869  -0.241
H: 3.60824 1.86533 -1.64122  0.096
H: 4.50837 3.35168 -2.15684  0.115
H: 4.36150 4.30607 0.20953  0.114
H: 4.64205 2.59997 0.43241  0.100
H: 2.26173 4.05712 1.20489  0.110
H: 2.34845 2.28011 1.08927  0.097
H: 2.50657 4.75435 -1.89195  0.125
H: 1.81784 3.36559 -2.63260  0.111
C: -0.24246 2.68024 4.63211  -0.203
C: 0.21403 3.65008 3.63349  -0.192
C: -0.59665 4.91435 4.04198  -0.196
O: -0.43841 4.88838 5.42883  -0.146
C: -0.26966 3.51734 5.93174  -0.142
H: 0.39350 1.79779 4.70249  0.105
H: -1.21963 2.32285 4.30731  0.114
H: 0.00669 3.31288 2.61792  0.095
H: 1.28224 3.86184 3.68023  0.114
H: -1.65334 4.99712 3.78771  0.120
H: -0.04856 5.81543 3.76671  0.122
H: -1.03358 3.09750 6.58615  0.110
H: 0.69701 3.40219 6.42202  0.113
C: -1.26999 -3.81041 -2.77818  -0.181
C: -1.28264 -2.38648 -3.19016  -0.206
C: -1.25890 -2.48310 -4.65534  -0.267
O: -0.30276 -3.44047 -4.90853  -0.116
C: -0.24167 -4.36048 -3.75472  -0.137
H: -2.24692 -4.25258 -2.97357  0.118
H: -1.07663 -3.84298 -1.70596  0.097
H: -0.35048 -1.95484 -2.82567  0.102
H: -2.08915 -1.77887 -2.77974  0.116
H: -1.03187 -1.53273 -5.13841  0.111
H: -2.19928 -2.79951 -5.10662  0.128
H: 0.76180 -4.38480 -3.32982  0.107
H: -0.59279 -5.34374 -4.06778  0.115
C: 0.64992 -0.22144 1.65598  -0.166
C: 1.58391 -0.64685 0.55793  -0.163
C: 1.04389 -0.05854 -0.71220  -0.140
O: -0.36758 0.18016 -0.40588  -0.161
C: -0.69059 -0.29358 0.92802  -0.174
H: 0.79696 0.78893 2.03762  0.100
H: 0.60435 -0.86979 2.53101  0.093
H: 1.63856 -1.73019 0.45074  0.104
H: 2.56482 -0.25110 0.82117  0.110
H: 1.09185 -0.81926 -1.49137  0.096
H: 1.36567 0.92366 -1.05836  0.112
H: -1.03831 -1.32300 0.84148  0.091
H: -1.51934 0.19892 1.43665  0.117
C: -4.82395 -4.60037 1.05831  -0.142
C: -4.97732 -3.70685 2.33851  -0.143
C: -4.50376 -2.37499 1.81045  -0.232
O: -5.00006 -2.27741 0.49379  -0.149
C: -4.85656 -3.60545 -0.09560  -0.165
H: -5.65434 -5.30271 0.98573  0.106
H: -3.88469 -5.13081 1.21492  0.098
H: -4.37598 -4.16524 3.12360  0.098
H: -5.98924 -3.64542 2.73893  0.110
H: -3.42710 -2.20515 1.80377  0.102
H: -4.86941 -1.49878 2.34585  0.125
H: -3.91482 -3.66106 -0.64162  0.100
H: -5.63416 -3.74314 -0.84690  0.120
C: -1.42993 3.81877 -0.67079  -0.149
C: -2.60408 3.64840 0.30683  -0.153
C: -3.02089 5.11960 0.39498  -0.226
O: -1.84620 5.88647 0.43185  -0.132
C: -0.77770 5.16837 -0.16697  -0.172
H: -1.78691 3.89414 -1.69792  0.106
H: -0.74551 2.97635 -0.57089  0.085
H: -2.42601 3.19947 1.28398  0.105
H: -3.37537 3.03946 -0.16475  0.094
H: -3.64615 5.26611 1.27572  0.118
H: -3.57953 5.33004 -0.51702  0.118
H: -0.02379 4.91894 0.57968  0.093
H: -0.33681 5.67676 -1.02444  0.114
C: 1.92862 1.74301 -6.28751  -0.150
C: 1.28684 0.46499 -5.78503  -0.148
C: 2.16804 -0.06163 -4.62703  -0.212
O: 2.58977 1.14347 -4.08177  -0.157
C: 2.91147 2.04277 -5.15943  -0.180
H: 1.31360 2.61033 -6.52749  0.111
H: 2.40831 1.52246 -7.24112  0.106
H: 1.28956 -0.23012 -6.62463  0.114
H: 0.28409 0.63438 -5.39272  0.085
H: 2.92857 -0.81577 -4.82944  0.107
H: 1.53877 -0.65439 -3.96314  0.101
H: 3.94657 1.94882 -5.48784  0.114
H: 2.90208 3.03340 -4.70483  0.109
C: -0.50919 -4.03022 1.84074  -0.150
C: 0.54245 -4.69114 0.88809  -0.163
C: 0.17165 -6.16517 0.85400  -0.136
O: -0.68161 -6.36053 2.06650  -0.144
C: -0.77873 -5.15695 2.83958  -0.195
H: -1.39011 -3.72958 1.27357  0.088
H: -0.25409 -3.14762 2.42729  0.085
H: 1.50372 -4.57322 1.38824  0.087
H: 0.55768 -4.23198 -0.10036  0.086
H: 1.12943 -6.68429 0.88981  0.114
H: -0.39529 -6.37468 -0.05306  0.114
H: 0.03732 -5.14424 3.56208  0.092
H: -1.73252 -5.08146 3.36178  0.118
C: 2.19071 -3.96183 5.37513  -0.186
C: 3.55928 -3.49965 4.96720  -0.149
C: 3.28804 -3.00055 3.53626  -0.219
O: 2.02478 -2.41817 3.57071  -0.160
C: 1.38357 -2.81555 4.80922  -0.186
H: 2.09779 -4.04632 6.45787  0.122
H: 1.82788 -4.90707 4.97146  0.108
H: 4.13965 -4.41880 5.04741  0.116
H: 3.90778 -2.77038 5.69851  0.121
H: 3.36530 -3.79276 2.79159  0.109
H: 4.04480 -2.29030 3.20313  0.103
H: 0.38206 -3.21858 4.65871  0.100
H: 1.32547 -1.98113 5.50812  0.124
C: 3.76928 0.38279 3.81935  -0.035
O: 4.18880 1.57045 3.21232  -0.005
C: 4.58216 2.55574 3.99595  -0.533
O: 4.42360 2.68090 5.20283  0.114
O: 5.24896 3.49256 3.20939  -0.046
C: 6.21853 4.33542 3.73873  -0.075
H: 3.35164 0.54610 4.81284  0.103
H: 4.73756 -0.10338 3.93843  0.108
H: 3.09963 -0.15700 3.14979  0.074
H: 7.17994 3.82265 3.76804  0.096
H: 5.96999 4.77744 4.70358  0.096
H: 6.30801 5.12168 2.98912  0.094
C: -5.20895 0.75481 -6.30750  -0.064
O: -4.19530 1.52953 -5.71564  0.015
C: -3.43774 0.97749 -4.75301  -0.540
O: -3.63839 -0.12799 -4.25853  0.097
O: -2.43735 1.78796 -4.37222  0.003
C: -1.52400 1.39411 -3.37061  -0.038
H: -5.96097 0.32588 -5.64523  0.098
H: -4.75694 -0.11502 -6.78413  0.093
H: -5.75145 1.21075 -7.13570  0.094
H: -1.07114 0.45292 -3.68236  0.073
H: -2.08166 1.22947 -2.44866  0.072
H: -0.75837 2.14944 -3.19338  0.099
C: 5.75668 0.40229 -2.44416  -0.054
O: 5.31996 -0.58726 -1.51800  0.005
C: 4.56004 -1.59759 -1.99787  -0.553
O: 4.24753 -1.81607 -3.14066  0.133
O: 4.13451 -2.28826 -0.91311  -0.026
C: 3.43172 -3.53230 -1.03388  -0.034
H: 5.04359 0.79558 -3.16868  0.078
H: 6.62093 0.04909 -3.00668  0.100
H: 6.04210 1.30094 -1.89727  0.088
H: 3.18036 -3.75948 0.00212  0.071
H: 4.00410 -4.32382 -1.51759  0.103
H: 2.50216 -3.44891 -1.59696  0.077
C: -8.42826 2.36822 0.47159  -0.019
O: -7.13013 1.71080 0.56330  0.000
C: -6.36262 1.38929 -0.47081  -0.628
O: -6.67139 1.60917 -1.62448  0.114
O: -5.27105 0.79894 -0.06221  0.013
C: -4.38387 0.31605 -1.04471  -0.050
H: -9.06171 1.86282 -0.25737  0.089
H: -8.36844 3.40892 0.15307  0.092
H: -9.00883 2.33288 1.39343  0.088
H: -3.88021 1.10717 -1.60018  0.071
H: -4.86783 -0.39298 -1.71639  0.106
H: -3.54426 -0.11500 -0.49942  0.090